# 1
C16H16BeN5O2 | wB97M-V/def2-TZVPD

Each line ends with the Löwdin charge.
Geometry (Å):
H1 -5.4838 -0.9678 -1.5706  0.124
C1 1.3602 4.2923 0.2998  -0.003
H2 -0.6733 3.3318 -2.2856  0.102
C2 1.6873 -1.6989 1.7298  0.020
H3 2.1800 3.7594 0.7737  0.100
N1 2.4878 -1.3691 -0.4705  0.083
H4 3.0918 -1.0916 -2.4144  0.131
H5 1.6819 -2.1846 2.6989  0.145
H6 -5.2975 -1.2739 2.7108  0.106
Be1 0.8636 -0.6341 -0.4116  0.135
H7 -2.0225 -0.9519 -1.8729  0.079
H8 5.4110 -1.8934 -2.0072  0.119
O1 -2.9914 -0.9318 -1.9625  0.084
C3 4.6997 -1.8537 -1.1957  -0.023
C4 5.0458 -2.2428 0.0867  -0.017
N2 1.0847 1.0309 -0.7151  0.278
C5 -3.4273 -1.1996 1.6842  -0.022
C6 -0.3450 4.0370 -1.5270  0.001
H9 -6.6229 -1.1257 0.6175  0.113
O2 -0.6763 -0.9812 -0.7221  -0.047
C7 -2.7635 -1.1088 0.4478  -0.085
C8 -1.3085 -1.0976 0.4285  -0.319
H10 -1.1740 4.2668 -0.8575  0.102
C9 4.0973 -2.1846 1.1001  0.013
C10 -4.7988 -1.2031 1.7548  -0.075
C11 -4.9193 -1.0305 -0.6508  -0.001
C12 3.4081 -1.4119 -1.4303  -0.061
N3 -0.6224 -1.2172 1.5630  0.131
N4 0.6735 -1.1656 1.1772  -0.060
N5 0.7767 3.4641 -0.7656  -0.167
H11 4.3349 -2.4786 2.1126  0.128
H12 0.6005 4.5346 1.0433  0.101
H13 0.0035 4.9469 -2.0105  0.100
H14 1.7413 5.2068 -0.1495  0.100
C13 -5.5414 -1.1188 0.5741  -0.056
C14 -3.5260 -1.0239 -0.7315  -0.250
C15 2.8272 -1.7438 0.7892  -0.195
H15 6.0475 -2.5903 0.3001  0.124
H16 -2.8273 -1.2707 2.5803  0.110
C16 0.9168 2.1748 -0.7217  -0.146

The calculation puts the HOMO energy at -10.76 eV. Its total charge is +1. Its total energy is -1058.2274 a.u.

=====

# 2
C20H14N6O | wB97M-V/def2-TZVPD

Each line ends with the natural charge from an NBO analysis.
Geometry (Å):
H1 6.0305 -0.4473 -0.7293  0.224
C1 0.4413 1.3858 2.6516  0.274
C2 -1.6732 -0.0756 -0.0213  0.014
H2 -5.2728 -3.4482 -3.6202  0.215
N1 1.4607 2.2783 2.4479  -0.174
C3 -3.3246 -0.6203 -1.7889  -0.104
N2 0.1859 1.3714 3.8841  -0.258
C4 -2.5545 0.3045 -1.0554  -0.109
H3 2.3811 3.6984 1.2787  0.234
N3 -1.0713 0.9738 0.6817  -0.297
N4 0.9097 2.4165 4.3931  -0.073
H4 -0.5219 -2.8014 1.5525  0.430
C5 1.9919 2.7021 1.0783  -0.243
C6 3.8947 -0.2432 -0.5189  -0.192
O1 0.9135 -1.3747 2.6688  -0.568
C7 -0.2508 0.5668 1.6718  0.122
C8 5.2292 0.1138 -0.2696  -0.217
H5 -5.8504 -1.0342 -4.2519  0.231
N5 1.7674 2.8583 3.5928  -0.029
C9 0.0484 -0.8933 1.9528  0.593
H6 1.7544 0.4249 -0.4553  0.216
C10 -4.8008 -2.6279 -3.1563  -0.197
H7 3.5703 -1.1205 -1.1558  0.219
N6 -0.5066 -1.8676 1.1726  -0.572
H8 -2.7713 1.3950 -1.2357  0.231
C11 2.8403 0.5957 -0.2204  -0.221
H9 4.5068 2.8131 1.7308  0.216
H10 1.1361 2.8664 0.3576  0.240
C12 -4.2523 -0.2917 -2.8507  -0.154
C13 -3.8183 -2.9586 -2.1853  -0.190
C14 -1.4655 -1.4137 0.2647  0.208
H11 -2.0915 -3.3399 -0.3187  0.203
H12 -4.2427 0.8109 -3.0811  0.216
C15 5.4627 1.2967 0.4911  -0.192
C16 -5.0941 -1.2842 -3.5030  -0.223
C17 -3.1422 -1.9726 -1.4457  -0.035
H13 -3.5919 -4.0713 -1.9974  0.216
H14 6.4920 1.6180 0.7626  0.220
C18 3.0839 1.7317 0.6011  -0.040
C19 -2.1889 -2.3057 -0.4769  -0.233
C20 4.3846 1.9697 1.1033  -0.203

The calculation puts the HOMO energy at -8.36 eV. Its SMILES is O=c1[nH]c2cc3ccccc3cc2nc1-c1nnnn1Cc1ccccc1. Its total charge is 0. Its total energy is -1174.2314 a.u.

=====

# 3
C20H12N3O6SSbSe4Ta | wB97M-V/def2-TZVPD

Each line ends with the natural charge from an NBO analysis.
Geometry (Å):
H1 2.4404 -1.9702 -2.4430  0.224
C1 -1.8975 0.2129 6.3782  -0.184
C2 -1.3811 1.2500 5.6319  -0.220
H2 1.6783 -1.3014 -4.7388  0.228
O1 1.9201 0.2113 2.9849  -0.747
C3 -1.3934 -0.1308 1.4753  0.806
Ta1 0.5918 1.3399 2.1179  1.459
N1 -0.7792 0.6006 -6.2890  -0.322
C4 0.1101 -0.0656 -3.9551  -0.219
Se1 0.5247 3.8498 -3.6967  -0.689
H3 -1.3529 -2.6889 0.6792  0.274
H4 0.3869 -2.1497 5.6008  0.236
C5 0.4050 -0.1691 4.8511  -0.236
C6 -2.5597 -0.9653 1.1477  -0.178
C7 -3.8408 -0.4312 1.2224  -0.113
O2 -0.2122 -0.5816 1.4081  -0.689
Se2 3.8132 1.5570 -2.8633  -0.702
C8 -4.9336 -1.2198 0.8979  -0.217
C9 -4.7467 -2.5349 0.5038  -0.184
H5 -2.7946 0.3695 6.9640  0.215
C10 -3.4588 -3.0377 0.4397  0.080
H6 -5.5769 -3.1740 0.2427  0.252
S1 0.3434 2.6092 4.0773  -0.054
N2 -0.1110 0.0411 -1.5758  -0.449
C11 -0.4934 0.4074 -2.7908  0.107
O3 -1.5269 1.0783 1.8619  -0.696
C12 1.1791 -0.9423 -3.8494  -0.102
C13 -0.1299 -1.2000 5.6259  -0.095
O4 -4.2577 -5.0807 -0.2651  -0.380
C14 1.5922 -1.3160 -2.5845  -0.236
C15 -2.3494 -2.2792 0.7497  -0.142
C16 1.6284 -0.5561 4.0390  0.781
N3 -3.2652 -4.4417 0.0236  0.521
C17 0.9218 -0.8014 -1.4896  0.052
H7 -5.9328 -0.8101 0.9469  0.226
O5 -2.1318 -4.8699 0.0057  -0.361
C18 -1.2678 -1.0263 6.3840  -0.237
Se3 3.8320 5.5999 -2.0176  -0.659
Se4 1.4588 2.6902 0.5748  -0.084
H8 -3.9631 0.5999 1.5251  0.244
C19 -0.2189 1.0951 4.8626  -0.165
Sb1 2.7584 3.6826 -2.8970  1.065
H9 -1.8673 2.2164 5.6400  0.226
O6 2.2750 -1.5261 4.3285  -0.561
H10 -1.6646 -1.8443 6.9696  0.217
H11 1.2348 -1.0725 -0.4872  0.199
C20 -0.3853 0.3339 -5.2429  0.300
H12 -1.3090 1.1157 -2.8582  0.211

The calculation puts the HOMO energy at -4.81 eV. Its total charge is -1. Its total energy is -11686.4431 a.u.